1.
C10H27MgN4O5P2S4 as an isolated structure in a non-equilibrium geometry. Source: the OMol25 dataset; level of theory: wB97M-V/def2-TZVPD.

Positions of all 53 atoms, in Å:
Mg (-1.9497, -1.2208, 0.4347)
S (-2.3677, -3.0291, -1.3445)
S (-3.5467, -4.3701, -0.2651)
S (-4.4364, -3.1921, 1.1580)
S (-2.8861, -2.5782, 2.3847)
C (2.3377, -1.5593, 2.8451)
N (2.1230, -0.2461, 2.2506)
C (3.2961, 0.6061, 2.1743)
P (0.8376, 0.0383, 1.2924)
O (-0.1726, -1.0422, 1.4870)
O (1.4092, 0.0390, -0.2268)
P (0.4941, -0.3327, -1.5172)
O (-0.9388, -0.2748, -1.1430)
N (1.1818, -1.7254, -2.0205)
C (1.3885, -2.8233, -1.0584)
C (0.6399, -2.2236, -3.2993)
N (0.8370, 0.8094, -2.6309)
C (-0.2300, 1.4298, -3.4096)
C (2.1716, 0.9208, -3.1920)
N (0.4002, 1.5892, 1.5429)
C (-0.2862, 1.8105, 2.8337)
C (-0.1480, 2.4405, 0.4756)
H (2.7114, -1.4366, 3.8639)
H (3.0750, -2.1361, 2.2762)
H (1.4038, -2.1127, 2.8759)
H (3.7059, 0.7682, 3.1741)
H (3.0327, 1.5757, 1.7567)
H (4.0745, 0.1533, 1.5507)
H (1.8186, -2.4363, -0.1370)
H (2.1014, -3.5213, -1.5017)
H (0.4506, -3.3406, -0.8394)
H (0.5079, -1.3981, -3.9995)
H (-0.3145, -2.7371, -3.1580)
H (1.3631, -2.9187, -3.7292)
H (-1.1877, 1.2861, -2.9147)
H (-0.2738, 1.0015, -4.4167)
H (-0.0411, 2.5027, -3.4987)
H (2.9008, 0.4154, -2.5631)
H (2.4536, 1.9737, -3.2700)
H (2.2175, 0.4747, -4.1923)
H (0.1755, 1.2099, 3.6167)
H (-1.3466, 1.5574, 2.7582)
H (-0.1738, 2.8630, 3.0992)
H (0.4331, 2.3280, -0.4367)
H (-0.0553, 3.4767, 0.8074)
H (-1.1962, 2.2203, 0.2664)
C (-4.2722, 2.2810, 1.9318)
O (-3.4700, 1.1174, 1.8508)
C (-3.1886, 0.6428, 0.5254)
O (-3.6076, 1.3575, -0.3662)
H (-4.5302, 2.4048, 2.9845)
H (-5.1799, 2.1879, 1.3346)
H (-3.7426, 3.1735, 1.5789)

Force components x, y, z for each atom (eV/Å):
-1.0 -0.5 0.2
0.0 0.1 0.1
0.1 0.1 -0.1
0.1 0.0 0.1
0.0 0.0 -0.2
0.1 0.0 0.0
0.2 0.1 0.2
0.0 0.0 0.0
-0.5 -0.6 -0.1
0.5 0.5 -0.2
0.1 0.1 0.0
-0.5 0.3 0.5
0.6 0.0 -0.3
0.0 -0.4 -0.1
0.1 0.1 -0.1
0.1 0.0 0.0
0.1 0.0 -0.3
0.0 0.1 0.1
-0.1 0.0 -0.1
-0.2 0.3 0.0
0.1 0.0 -0.1
0.1 0.0 0.1
0.0 0.0 0.0
0.0 0.0 0.0
0.0 0.0 0.0
0.0 0.0 0.0
0.0 0.0 0.0
0.0 0.0 0.0
0.0 0.0 0.0
0.0 0.0 0.0
0.0 0.0 0.0
0.0 0.0 0.0
0.0 0.0 0.0
0.0 0.0 0.0
0.0 -0.1 0.0
0.0 0.0 0.0
0.0 0.0 0.0
0.0 0.0 0.0
0.0 0.0 0.0
0.0 0.0 0.0
0.0 0.0 0.0
0.0 0.0 0.0
0.0 0.0 0.0
0.0 0.0 0.0
0.0 0.0 0.0
0.0 0.0 0.0
0.0 0.0 0.1
0.1 -0.1 -0.2
0.0 0.4 0.3
0.1 -0.1 -0.1
0.0 0.0 0.0
0.0 0.0 0.0
0.0 0.0 0.0

Output
HOMO level	-3.07	eV
multiplicity	1
relative energy (zero: lowest compared OMol25 entry of this formula, charge and spin)	0.0	kJ/mol
max |F|	1.09	eV/Å
net charge	-1
gap between HOMO and LUMO	5.23	eV
LUMO energy	2.2	eV

***

2.
A 2-piece molecular cluster, C4H11NO overall in a non-equilibrium geometry. Source: the OMol25 dataset; level of theory: wB97M-V/def2-TZVPD.

Positions of all 17 atoms, in Å:
C (-0.5846, 1.3888, 0.2706)
C (0.7704, 1.3503, -0.3838)
O (1.1507, 2.1457, -1.2091)
N (1.5802, 0.2996, 0.0393)
H (-1.0919, 2.2951, -0.0517)
H (-0.5105, 1.1619, 1.3260)
H (2.5523, 0.4456, -0.2116)
H (1.5464, 0.0568, 1.0220)
H (-1.1947, 0.6357, -0.2164)
C (-1.7632, -1.6971, 0.6940)
C (-0.6525, -2.6477, 0.1958)
H (-2.1330, -1.0742, -0.1164)
H (-2.6207, -2.2784, 1.0275)
H (-1.3171, -1.0797, 1.4710)
H (-1.1191, -3.1833, -0.6359)
H (-0.4415, -3.4109, 0.9423)
H (0.2512, -2.1343, -0.1158)

Force components x, y, z for each atom (eV/Å):
-0.1 0.0 -1.3
0.4 0.0 0.6
-0.1 -0.1 -0.3
0.7 0.2 0.3
0.2 0.4 0.8
-0.3 0.3 0.2
-0.2 0.0 -0.3
-0.5 -0.1 -0.1
0.1 -0.4 0.2
0.9 -0.5 -0.2
-1.4 -0.3 -0.3
0.1 0.1 0.0
0.1 0.1 0.4
-0.6 0.1 0.2
0.6 -0.1 -0.2
0.3 0.1 0.1
0.0 0.0 -0.1

Output
HOMO level	-9.89	eV
multiplicity	1
relative energy (zero: lowest compared OMol25 entry of this formula, charge and spin)	36.7	kJ/mol
max |F|	1.46	eV/Å
gap between HOMO and LUMO	10.68	eV
SMILES	CC(N)=O.CC
LUMO energy	0.8	eV

***

3.
A single C3H5PS molecule in a non-equilibrium geometry. Source: the OMol25 dataset; level of theory: wB97M-V/def2-TZVPD.

Positions of all 10 atoms, in Å:
C (0.1248, 0.3990, -0.1615)
C (-0.3165, 0.7918, 0.9983)
C (-0.9164, -0.4295, 0.5217)
P (1.4724, 0.5637, -1.2065)
S (-0.3317, -2.0674, 1.1996)
H (0.0544, -2.2460, -0.0583)
H (-0.2642, 1.4090, 1.8763)
H (-1.9659, -0.4214, 0.5057)
H (1.1916, 1.9728, -1.2318)
H (0.9515, 0.0281, -2.4436)

Force components x, y, z for each atom (eV/Å):
-2.2 -0.1 1.6
0.7 0.6 0.5
0.9 -0.8 1.5
1.2 0.3 -1.2
-0.2 0.5 -0.4
0.3 -0.9 -0.1
0.2 0.1 -0.1
-1.4 -0.2 -1.4
0.4 -0.4 -0.9
0.0 0.8 0.4

Output
HOMO level	-8.75	eV
multiplicity	1
relative energy (zero: lowest compared OMol25 entry of this formula, charge and spin)	284.1	kJ/mol
max |F|	2.67	eV/Å
gap between HOMO and LUMO	9.57	eV
SMILES	PC1=C[C@@H]1S
LUMO energy	0.8	eV